The following is a DFT calculation (ωB97M-V/def2-TZVPD) of a cluster of 2 separate species, CH2FPS2 in total at a distorted geometry.

The total charge is 0. Its multiplicity is 3. As for the HOMO-LUMO gap (alpha / beta): 8.1 / 7.0 eV. For the HOMO energy (alpha / beta), the calculation gives -8.43 / -8.61 eV.

Each line ends with the Löwdin spin population.
Positions of all 7 atoms, in Å:
S (-0.346, -0.454, -0.387)  0.0535
S (2.327, -1.897, -2.117)  1.7107
P (-1.060, 0.788, 1.293)  0.0210
F (1.367, 1.254, -1.081)  0.0227
C (0.791, 0.123, -1.315)  0.1863
H (-2.366, 0.286, 1.354)  -0.0007
H (-0.713, -0.099, 2.254)  0.0065